1.
{
  "formula": "C5H10O",
  "method": "ωB97M-V/def2-TZVPD",
  "relative_energy_kj_mol": 57.7,
  "orbital_gap_ev": 10.573,
  "charge": 0,
  "species": ["C", "C", "C", "C", "O", "C", "H", "H", "H", "H", "H", "H", "H", "H", "H", "H"],
  "xyz": [[0.0629, -1.8238, 0.5773], [0.4537, -0.4168, 0.1550], [-0.2353, 0.1156, -1.1092], [-0.0609, 1.6289, -0.9585], [0.0303, 1.8818, 0.4466], [-0.0065, 0.6534, 1.1351], [0.3659, -2.5639, -0.1696], [0.5355, -2.0975, 1.5283], [-1.0235, -1.8968, 0.7079], [1.5432, -0.3726, -0.0020], [0.1903, -0.2721, -2.0392], [-1.2992, -0.1540, -1.0814], [-0.8954, 2.2087, -1.3707], [0.8634, 1.9781, -1.4403], [0.4860, 0.7327, 2.1068], [-1.0380, 0.3927, 1.5643]],
  "atomic_forces_ev_per_a": [[0.0, -0.1, 0.0], [-0.1, 0.0, 0.0], [0.0, -0.1, -0.1], [0.0, 0.0, -0.2], [-0.1, 0.1, 0.1], [-1.2, -0.5, 1.4], [0.0, 0.1, 0.1], [-0.1, 0.0, -0.2], [0.1, 0.0, 0.0], [-0.2, 0.1, 0.2], [0.0, 0.1, 0.1], [0.1, 0.0, 0.0], [0.1, -0.1, 0.0], [-0.1, -0.1, 0.1], [1.0, 0.2, -0.4], [0.6, 0.3, -1.2]],
  "lowdin_charge": [-0.08, -0.37, -0.14, -0.19, -0.13, -0.22, 0.08, 0.08, 0.08, 0.15, 0.12, 0.12, 0.12, 0.12, 0.12, 0.14]
}

=====

2.
{
  "formula": "C5H10O",
  "method": "ωB97M-V/def2-TZVPD",
  "relative_energy_kj_mol": 459.1,
  "orbital_gap_ev": 8.603,
  "charge": 0,
  "species": ["C", "C", "C", "C", "O", "C", "H", "H", "H", "H", "H", "H", "H", "H", "H", "H"],
  "xyz": [[1.0427, 1.3752, -1.9460], [-0.0160, 0.6660, 0.4690], [1.1416, 0.1540, 1.3132], [-0.6525, -0.3893, -0.3812], [-0.3030, -0.5486, -1.5503], [-1.7027, -1.2700, 0.2316], [0.5723, 1.1596, -2.9142], [1.8921, 0.6705, -1.8727], [0.4012, 1.4475, -0.2138], [-0.7707, 1.1401, 1.1034], [1.8895, -0.3392, 0.6831], [0.7840, -0.5661, 2.0548], [1.6443, 0.9787, 1.8327], [-1.3346, -1.7068, 1.1686], [-2.6088, -0.7006, 0.4774], [-1.9796, -2.0708, -0.4555]],
  "atomic_forces_ev_per_a": [[0.1, -0.2, -0.6], [-0.1, 0.8, 0.1], [0.1, -0.4, 0.2], [0.3, -0.1, -0.5], [0.0, 0.7, 0.9], [-0.2, -0.3, 0.0], [0.2, -0.1, -0.2], [-0.1, 0.0, -0.2], [-0.5, -0.5, 0.3], [0.0, -0.1, 0.1], [-0.1, 0.0, 0.1], [0.2, 0.0, 0.1], [-0.2, -0.2, -0.1], [0.0, 0.1, -0.1], [0.3, 0.1, 0.0], [0.1, 0.1, 0.0]],
  "lowdin_charge": [0.16, -0.24, -0.09, -0.43, 0.04, -0.01, -0.05, -0.04, 0.03, 0.12, 0.08, 0.07, 0.08, 0.09, 0.09, 0.09]
}

=====

3.
{
  "formula": "C5H10O",
  "method": "ωB97M-V/def2-TZVPD",
  "relative_energy_kj_mol": 153.1,
  "orbital_gap_ev": 10.958,
  "charge": 0,
  "species": ["C", "O", "C", "C", "C", "C", "H", "H", "H", "H", "H", "H", "H", "H", "H", "H"],
  "xyz": [[2.4418, -0.6619, 0.0598], [1.4172, 0.1954, -0.3628], [0.4087, 0.3747, 0.6077], [-0.8490, 0.8513, -0.0713], [-2.1492, 0.1521, 0.2225], [-1.4558, -0.0663, -1.0894], [2.0323, -1.6133, 0.4381], [3.0677, -0.8713, -0.8116], [3.0659, -0.2190, 0.8520], [0.2089, -0.5863, 1.1129], [0.7374, 1.0861, 1.3837], [-0.8976, 1.9169, -0.2820], [-3.0617, 0.7402, 0.2322], [-2.1337, -0.6581, 0.9479], [-0.9471, -1.0123, -1.2548], [-1.8857, 0.3719, -1.9848]],
  "atomic_forces_ev_per_a": [[0.3, -0.2, 0.1], [0.0, 0.0, -0.1], [-0.2, 0.0, 0.2], [0.1, 0.1, 0.0], [-0.2, 0.0, 0.1], [0.0, -0.1, -0.2], [0.1, 0.1, -0.1], [0.0, 0.0, 0.2], [-0.1, 0.0, -0.1], [0.0, 0.1, -0.1], [0.0, -0.1, -0.1], [0.0, -0.2, 0.0], [0.2, -0.1, 0.0], [0.0, 0.1, -0.1], [-0.1, 0.1, 0.0], [0.0, -0.1, 0.2]],
  "lowdin_charge": [-0.13, -0.19, -0.22, -0.27, -0.12, -0.12, 0.09, 0.09, 0.09, 0.12, 0.13, 0.14, 0.10, 0.10, 0.11, 0.10]
}

=====

4.
{
  "formula": "C5H10O",
  "method": "ωB97M-V/def2-TZVPD",
  "relative_energy_kj_mol": 154.5,
  "orbital_gap_ev": 10.589,
  "charge": 0,
  "species": ["C", "O", "C", "C", "C", "C", "H", "H", "H", "H", "H", "H", "H", "H", "H", "H"],
  "xyz": [[0.7405, 0.9754, -1.7060], [1.1248, 0.8153, -0.3484], [0.8792, -0.4874, 0.1018], [0.5635, -0.7990, 1.5445], [-0.5222, -0.8582, 0.5039], [-1.5027, 0.2896, 0.5267], [0.9858, 1.9985, -2.0053], [-0.3377, 0.8197, -1.8565], [1.2785, 0.2809, -2.3695], [1.4805, -1.2286, -0.4275], [0.4678, -0.0173, 2.2947], [0.9397, -1.7392, 1.9457], [-0.8921, -1.8383, 0.2100], [-2.0452, 0.3651, -0.4203], [-0.9355, 1.2159, 0.6618], [-2.2248, 0.2074, 1.3444]],
  "atomic_forces_ev_per_a": [[0.0, 0.0, -0.2], [0.1, -0.1, 0.1], [0.0, -0.3, -0.1], [0.1, 0.0, 0.1], [-0.2, 0.0, -0.1], [-0.1, 0.1, 0.0], [0.0, -0.2, 0.2], [0.2, 0.0, 0.1], [0.0, 0.1, 0.2], [-0.1, 0.0, 0.1], [0.2, 0.1, -0.3], [0.1, 0.2, -0.2], [0.0, 0.2, 0.0], [-0.1, 0.0, 0.2], [-0.2, -0.1, 0.0], [0.1, -0.1, -0.1]],
  "lowdin_charge": [-0.09, -0.16, -0.32, -0.05, -0.29, -0.08, 0.09, 0.08, 0.09, 0.14, 0.11, 0.10, 0.13, 0.07, 0.09, 0.08]
}

=====

5.
{
  "formula": "C5H10O",
  "method": "ωB97M-V/def2-TZVPD",
  "relative_energy_kj_mol": 173.1,
  "orbital_gap_ev": 10.500,
  "charge": 0,
  "species": ["C", "C", "C", "C", "C", "O", "H", "H", "H", "H", "H", "H", "H", "H", "H", "H"],
  "xyz": [[-0.8389, -0.2474, -1.5985], [-0.5258, -0.0533, -0.1193], [0.1322, -1.2278, 0.6561], [1.4915, -0.4805, 0.6867], [0.7844, 0.7204, 0.0600], [1.1346, 1.8288, -0.2479], [-1.1526, 0.7081, -2.0319], [0.0457, -0.5875, -2.1495], [-1.6399, -0.9781, -1.7459], [-1.3895, 0.3877, 0.3861], [-0.2972, -1.3662, 1.6527], [0.1330, -2.1893, 0.1362], [1.9501, -0.3006, 1.6637], [2.2538, -0.8917, 0.0166], [-1.2084, 2.1071, 1.5553], [-0.8729, 2.5704, 1.0794]],
  "atomic_forces_ev_per_a": [[0.0, 0.0, -0.1], [-0.1, 0.0, 0.0], [-0.1, -0.2, 0.0], [0.2, 0.0, 0.0], [0.2, 0.4, -0.2], [-0.1, -0.5, 0.2], [0.0, -0.2, 0.0], [-0.1, 0.0, 0.1], [0.1, 0.1, 0.0], [0.2, -0.1, -0.1], [0.1, 0.0, -0.2], [0.0, 0.1, 0.0], [-0.1, 0.0, -0.1], [-0.1, 0.1, 0.1], [0.0, 0.3, 0.0], [-0.1, 0.0, 0.2]],
  "lowdin_charge": [-0.06, -0.31, -0.13, -0.08, -0.42, 0.08, 0.08, 0.09, 0.08, 0.10, 0.11, 0.11, 0.12, 0.12, 0.06, 0.06]
}

=====

6.
{
  "formula": "C5H10O",
  "method": "ωB97M-V/def2-TZVPD",
  "relative_energy_kj_mol": 414.3,
  "orbital_gap_ev": 9.530,
  "charge": 0,
  "species": ["C", "C", "C", "H", "H", "H", "H", "H", "H", "H", "H", "C", "C", "O", "H", "H"],
  "xyz": [[-0.3489, 0.3380, -0.0413], [-0.8845, -0.3467, -1.2859], [-1.4523, 0.6441, 0.9951], [0.1541, 1.2734, -0.2760], [0.0650, -0.5066, 0.8549], [-1.3041, -1.3261, -1.0426], [-1.6803, 0.2504, -1.7409], [-2.2091, 1.2749, 0.5230], [-0.0955, -0.4865, -2.0252], [-1.9505, -0.2629, 1.3479], [-1.0516, 1.1805, 1.8570], [2.4488, -0.1581, -0.2121], [1.4494, -0.5753, 0.5466], [1.1191, -1.3005, 1.5237], [3.4310, -0.5763, -0.0368], [2.3096, 0.5777, -0.9874]],
  "atomic_forces_ev_per_a": [[-0.5, -0.6, 0.9], [0.1, -0.1, 0.1], [-0.2, 0.3, -0.1], [0.3, -0.2, 0.2], [-0.1, 1.9, -2.4], [0.0, 0.0, 0.0], [0.1, 0.0, 0.0], [-0.1, 0.0, 0.1], [0.0, 0.0, 0.0], [0.0, 0.0, 0.0], [0.0, -0.1, 0.0], [-0.5, 0.6, -0.6], [-0.3, -2.0, 2.7], [1.4, 0.4, -1.0], [-0.2, -0.1, 0.1], [0.0, -0.1, 0.0]],
  "lowdin_charge": [-0.33, -0.09, -0.09, 0.12, 0.14, 0.09, 0.08, 0.08, 0.07, 0.09, 0.09, 0.02, -0.36, -0.03, 0.07, 0.06]
}

=====

7.
{
  "formula": "C5H10O",
  "method": "ωB97M-V/def2-TZVPD",
  "relative_energy_kj_mol": 87.3,
  "orbital_gap_ev": 10.868,
  "charge": 0,
  "species": ["C", "C", "C", "C", "O", "C", "H", "H", "H", "H", "H", "H", "H", "H", "H", "H"],
  "xyz": [[-1.4210, 0.1298, 1.3603], [-0.3636, -0.6074, 0.5553], [-0.4218, -0.4198, -0.9825], [1.0501, 0.0630, -0.9720], [1.2860, 1.3699, -1.4502], [1.0551, 0.0167, 0.5641], [-2.4221, -0.2766, 1.1730], [-1.4325, 1.1927, 1.0879], [-1.2198, 0.0617, 2.4359], [-0.3463, -1.6673, 0.8344], [-1.1025, 0.3832, -1.2869], [-0.6427, -1.3165, -1.5717], [1.7467, -0.6556, -1.4291], [1.1803, 1.3621, -2.4098], [1.8479, -0.5802, 1.0245], [1.0828, 1.0275, 0.9852]],
  "atomic_forces_ev_per_a": [[0.0, 0.0, 0.0], [-0.1, -0.1, 0.1], [-0.1, 0.0, -0.1], [0.0, -0.3, 0.1], [0.0, 0.0, -0.3], [0.1, 0.0, 0.1], [0.1, 0.0, 0.0], [0.0, -0.2, 0.0], [0.0, 0.0, -0.1], [0.0, 0.2, 0.0], [0.1, -0.1, 0.1], [0.1, 0.2, 0.1], [-0.1, 0.1, 0.0], [0.0, 0.1, 0.1], [-0.1, 0.1, -0.1], [0.0, -0.1, -0.1]],
  "lowdin_charge": [-0.08, -0.35, -0.10, -0.38, -0.03, -0.10, 0.08, 0.08, 0.08, 0.13, 0.11, 0.10, 0.14, 0.09, 0.11, 0.12]
}

=====

8.
{
  "formula": "C5H10O",
  "method": "ωB97M-V/def2-TZVPD",
  "relative_energy_kj_mol": 527.8,
  "orbital_gap_ev": [8.478, 8.478],
  "charge": 0,
  "species": ["O", "C", "C", "C", "C", "C", "H", "H", "H", "H", "H", "H", "H", "H", "H", "H"],
  "xyz": [[0.0588, -0.5044, 2.3143], [-1.1049, -0.1920, 1.8227], [-1.2382, -0.4697, 0.3808], [0.4656, 0.5308, -0.2298], [0.5557, -0.0825, -1.6366], [1.7905, 0.4239, -1.0280], [0.6497, 0.0272, 0.7867], [-1.5669, 0.7820, 2.1042], [-1.9707, -0.9622, 1.9679], [-2.0563, -0.0524, -0.2116], [-0.9051, -1.4620, 0.0890], [0.0858, 1.5471, -0.1727], [0.4238, -1.1576, -1.7232], [0.0911, 0.4904, -2.4333], [2.5197, -0.2839, -0.6478], [2.2015, 1.3654, -1.3827]],
  "atomic_forces_ev_per_a": [[0.1, 0.0, 0.1], [-0.3, 0.1, -0.4], [0.1, -0.1, 0.0], [-0.2, 0.2, 0.2], [-0.1, -0.1, -0.2], [0.1, 0.0, -0.1], [-0.1, 0.0, 0.0], [0.1, -0.2, 0.0], [0.1, 0.1, 0.1], [0.2, 0.0, 0.1], [0.0, 0.1, 0.0], [0.1, -0.2, 0.0], [0.0, 0.2, 0.1], [0.1, -0.1, 0.1], [-0.2, 0.1, 0.0], [-0.1, -0.2, 0.1]],
  "lowdin_charge": [-0.19, -0.56, 0.05, -0.19, -0.15, -0.11, 0.11, 0.12, 0.16, 0.11, 0.10, 0.12, 0.10, 0.11, 0.11, 0.11]
}

=====

Q: What is the formula in the fifth record?
A: C5H10O